The following is a DFT calculation (ωB97M-V/def2-TZVPD) of C15H16ClN3O3S in the gas phase.

Cartesian coordinates (Å):
1 O -3.41 -1.03 1.03
2 C -2.78 -1.30 0.03
3 N -2.76 -0.52 -1.08
4 H -1.99 -0.67 -1.72
5 C -3.27 0.84 -1.04
6 C -2.22 1.78 -0.52
7 C -1.12 2.12 -1.31
8 N -0.11 2.85 -0.88
9 C -0.14 3.28 0.37
10 C -1.19 3.02 1.24
11 C -2.24 2.25 0.78
12 H -3.06 1.98 1.44
13 H -1.17 3.40 2.25
14 H 0.71 3.87 0.68
15 H -1.04 1.78 -2.33
16 H -3.59 1.12 -2.05
17 H -4.14 0.84 -0.37
18 C -2.04 -2.63 -0.11
19 H -2.79 -3.41 0.02
20 H -1.58 -2.73 -1.09
21 C -0.98 -2.78 0.98
22 N 0.33 -2.38 0.48
23 S 0.41 -0.79 -0.08
24 O -0.02 -0.80 -1.45
25 O -0.26 0.09 0.84
26 C 2.17 -0.47 -0.04
27 C 2.64 0.59 0.70
28 C 4.00 0.86 0.70
29 C 4.86 0.05 -0.03
30 C 4.37 -1.01 -0.78
31 C 3.01 -1.27 -0.78
32 H 2.60 -2.08 -1.36
33 H 5.06 -1.62 -1.35
34 Cl 6.55 0.38 -0.02
35 H 4.40 1.69 1.27
36 H 1.94 1.20 1.25
37 H 1.03 -2.49 1.20
38 H -0.89 -3.82 1.29
39 H -1.28 -2.17 1.84

Calculated values
M	353.8	g/mol
SMILES string	O=C(CCNS(=O)(=O)c1ccc(Cl)cc1)NCc1cccnc1
charge	0
DFT total energy	-1829.57459	Eh
relative energy (zero: lowest compared OMol25 entry of this formula, charge and spin)	33.9	kJ/mol
gap between HOMO and LUMO	9.31	eV


The following is a DFT calculation (ωB97M-V/def2-TZVPD) of a molecular structure, C15H16F6MoN3O7S4Te in a non-equilibrium geometry.

Cartesian coordinates (Å):
1 Mo 0.14 0.07 -0.53
2 F -3.47 -1.21 2.16
3 C -3.98 -1.58 0.97
4 F -4.35 -2.85 1.07
5 F -5.03 -0.83 0.72
6 S -2.64 -1.31 -0.32
7 O -1.57 -2.18 0.09
8 O -3.24 -1.44 -1.59
9 N -2.18 0.18 0.08
10 S -2.50 1.39 -0.90
11 O -3.61 1.26 -1.74
12 O -1.26 1.83 -1.50
13 C -2.86 2.67 0.41
14 F -3.10 3.87 -0.07
15 F -3.88 2.27 1.15
16 F -1.77 2.73 1.20
17 Te 1.17 2.30 0.39
18 C 3.15 1.75 0.82
19 C 3.69 0.49 0.81
20 C 5.08 0.49 1.01
21 C 5.59 1.74 1.18
22 S 4.38 2.95 1.09
23 H 3.09 -0.40 0.62
24 H 5.68 -0.41 1.02
25 H 6.61 2.03 1.36
26 O 0.51 -0.75 1.03
27 S -0.46 -1.18 2.21
28 C 0.01 -2.93 2.38
29 C 0.62 -3.10 3.76
30 C 1.48 -1.86 3.98
31 C 0.58 -0.68 3.64
32 H 0.73 -3.10 1.58
33 H -0.87 -3.54 2.21
34 H 1.21 -4.01 3.81
35 H -0.16 -3.16 4.52
36 H 2.33 -1.88 3.30
37 H 1.84 -1.79 5.00
38 H 1.13 0.22 3.36
39 H -0.11 -0.45 4.44
40 C -1.86 0.07 -4.62
41 N -0.57 0.52 -4.14
42 C 0.16 1.49 -4.76
43 C 1.23 2.05 -4.17
44 C 1.61 1.67 -2.83
45 O 2.40 2.26 -2.12
46 N 0.95 0.55 -2.33
47 C -0.15 0.08 -2.93
48 O -0.80 -0.75 -2.24
49 H -1.87 0.10 -5.71
50 H -2.66 0.70 -4.22
51 H -2.04 -0.95 -4.27
52 H -0.19 1.77 -5.75
53 H 1.79 2.85 -4.64

Calculated values
M	816.1	g/mol
charge	+1
DFT total energy	-3800.01727	Eh
spin multiplicity	3
⟨S²⟩	2.154
relative energy (zero: lowest compared OMol25 entry of this formula, charge and spin)	235.3	kJ/mol
gap between HOMO and LUMO (alpha / beta)	7.16 / 6.33	eV


The following is a DFT calculation (ωB97M-V/def2-TZVPD) of C15H16N2O3S in the gas phase in a non-equilibrium geometry.

Cartesian coordinates (Å):
1 C -6.74 -1.54 0.02
2 C -6.09 -0.14 -0.01
3 C -4.55 -0.04 -0.03
4 C -4.11 1.24 0.04
5 O -4.81 2.10 -0.04
6 N -2.84 1.32 0.12
7 C -1.84 0.40 0.20
8 N -0.55 0.96 -0.08
9 C 0.32 -0.05 -0.10
10 C -0.15 -1.37 -0.07
11 S -1.96 -1.03 -0.03
12 H 0.18 -2.18 -0.21
13 C 1.82 0.06 -0.10
14 C 2.79 -0.67 0.07
15 C 4.11 -0.45 -0.09
16 C 4.44 0.88 0.12
17 C 3.57 1.74 0.05
18 C 2.16 1.52 0.09
19 H 1.55 2.45 -0.06
20 H 3.83 2.98 0.09
21 O 5.78 1.28 -0.15
22 C 6.58 0.32 -0.22
23 C 6.32 -0.91 0.49
24 H 6.94 -1.80 0.38
25 O 5.03 -1.28 -0.15
26 H 6.46 -0.76 1.49
27 H 7.72 0.38 -0.14
28 H 6.67 0.15 -1.48
29 H 2.43 -1.84 0.17
30 H -2.44 2.34 0.19
31 H -4.33 -0.50 -0.95
32 H -4.37 -0.72 0.73
33 H -6.56 0.49 -0.84
34 H -6.62 0.25 0.88
35 H -7.91 -1.59 -0.06
36 H -6.41 -1.85 -0.93
37 H -6.43 -2.12 0.62

Calculated values
M	304.4	g/mol
SMILES string	CCCC(=O)Nc1nc(-c2ccc3c(c2)OCCO3)cs1
charge	0
DFT total energy	-1314.12893	Eh
relative energy (zero: lowest compared OMol25 entry of this formula, charge and spin)	1439.4	kJ/mol
gap between HOMO and LUMO	8.36	eV


The following is a DFT calculation (ωB97M-V/def2-TZVPD) of C15H16N4O2S in the gas phase in a non-equilibrium geometry.

Cartesian coordinates (Å):
1 N -0.09 0.40 1.37
2 N -3.64 0.06 0.80
3 N -2.41 -0.32 -1.20
4 O 4.60 -0.86 -3.23
5 O -2.60 0.60 2.92
6 S 0.31 0.16 -1.15
7 C 0.90 0.23 0.46
8 C -3.56 -0.31 -0.47
9 C -2.57 0.34 1.52
10 C -1.38 0.08 -0.54
11 C 4.99 1.94 -1.10
12 C 5.18 1.02 -2.10
13 C 4.10 1.69 -0.03
14 C 3.59 -0.30 -1.06
15 C -1.36 0.23 0.86
16 C 4.48 -0.10 -2.10
17 C 3.23 0.66 -0.17
18 N 2.22 0.43 0.72
19 C 3.80 -2.02 -3.43
20 C -4.86 -0.63 -1.27
21 C -4.48 -0.63 3.89
22 C -3.85 0.69 3.58
23 H 5.37 2.91 -1.21
24 H 5.87 1.09 -2.89
25 H 3.87 2.52 0.66
26 H 2.91 -1.17 -1.09
27 H 2.35 0.82 1.59
28 H 2.78 -1.62 -3.61
29 H 3.73 -2.63 -2.52
30 H 4.15 -2.63 -4.30
31 H -5.39 -1.39 -0.72
32 H -4.54 -1.14 -2.21
33 H -5.54 0.22 -1.39
34 H -4.18 -0.93 4.89
35 H -4.16 -1.46 3.28
36 H -5.54 -0.49 3.90
37 H -3.61 1.36 4.43
38 H -4.67 1.18 2.93

Calculated values
M	316.4	g/mol
SMILES string	CCOc1nc(C)nc2sc(Nc3cccc(OC)c3)nc12
charge	0
DFT total energy	-1348.83044	Eh
relative energy (zero: lowest compared OMol25 entry of this formula, charge and spin)	351.7	kJ/mol
gap between HOMO and LUMO	8.68	eV


The following is a DFT calculation (ωB97M-V/def2-TZVPD) of a molecular structure, C15H16N5O3PdSe.

Cartesian coordinates (Å):
1 Pd -0.97 -0.60 -1.36
2 C 1.19 0.60 2.81
3 C 1.17 0.62 1.31
4 N 0.71 1.56 0.58
5 O 0.20 2.66 1.31
6 C 1.94 -0.33 -0.74
7 C 3.23 0.16 -1.29
8 N 0.92 -0.56 -1.47
9 O 0.78 -0.41 -2.75
10 H 1.56 1.56 3.17
11 H 1.82 -0.20 3.17
12 H 0.18 0.44 3.21
13 H -0.30 2.29 2.06
14 H 3.55 1.02 -0.70
15 H 3.11 0.45 -2.33
16 H 4.00 -0.61 -1.22
17 Se -1.78 -0.91 0.86
18 N 1.73 -0.47 0.65
19 C 1.63 -1.81 1.15
20 C 2.75 -2.62 1.00
21 C 2.76 -3.93 1.45
22 C 1.64 -4.43 2.09
23 C 0.53 -3.62 2.28
24 C 0.48 -2.31 1.78
25 N -0.68 -1.60 2.06
26 H 3.64 -2.20 0.54
27 H 3.64 -4.54 1.31
28 H 1.63 -5.45 2.47
29 H -0.35 -3.99 2.79
30 O -2.99 -0.14 -1.78
31 N -3.18 1.15 -1.95
32 C -2.52 2.07 -1.22
33 C -2.73 3.42 -1.46
34 C -3.63 3.82 -2.42
35 C -4.30 2.86 -3.14
36 C -4.06 1.53 -2.90
37 H -1.81 1.68 -0.50
38 H -2.16 4.12 -0.87
39 H -3.79 4.88 -2.61
40 H -5.02 3.12 -3.91
41 H -4.52 0.71 -3.42

Calculated values
M	499.7	g/mol
charge	0
DFT total energy	-3609.78818	Eh
spin multiplicity	2
⟨S²⟩	0.761
relative energy (zero: lowest compared OMol25 entry of this formula, charge and spin)	0.0	kJ/mol
gap between HOMO and LUMO (alpha / beta)	6.72 / 7.32	eV


The following is a DFT calculation (ωB97M-V/def2-TZVPD) of a molecular structure, C15H17AuCl2N2O3 in a non-equilibrium geometry.

Cartesian coordinates (Å):
1 Au 0.23 -1.06 -0.19
2 Cl -4.14 -5.32 -2.27
3 C -3.09 -4.15 -1.51
4 C -3.49 -3.69 -0.30
5 C -2.61 -2.78 0.49
6 Cl -3.41 -2.42 2.07
7 C -2.51 -1.46 -0.34
8 O -3.27 -0.54 -0.13
9 C -1.08 -2.76 -2.03
10 C 0.25 -2.78 -2.58
11 O 1.13 -2.00 -2.23
12 C -1.90 -3.85 -2.21
13 H -4.46 -3.94 0.10
14 H 0.52 -3.55 -3.31
15 H -1.60 -4.54 -2.99
16 C 3.42 -3.89 3.11
17 C 2.84 -2.58 2.71
18 C 2.92 -1.31 3.26
19 C 2.14 -0.48 2.43
20 N 1.62 -1.20 1.44
21 N 2.06 -2.46 1.62
22 C 1.85 0.97 2.57
23 H 4.28 -3.74 3.76
24 H 3.73 -4.45 2.23
25 H 2.68 -4.48 3.66
26 H 3.47 -1.02 4.13
27 H 1.78 -3.18 0.97
28 H 2.51 1.43 3.29
29 H 0.82 1.12 2.89
30 H 1.97 1.47 1.60
31 C -1.33 -4.64 1.30
32 O -1.36 -3.32 0.75
33 C -1.49 -1.48 -1.40
34 C -1.67 -0.34 -2.40
35 H -0.72 -5.27 0.65
36 H -2.33 -5.06 1.37
37 H -0.89 -4.59 2.30
38 H -2.53 -0.56 -3.06
39 H -0.79 -0.22 -3.03
40 H -1.89 0.59 -1.88

Calculated values
M	541.2	g/mol
charge	0
DFT total energy	-1973.01917	Eh
relative energy (zero: lowest compared OMol25 entry of this formula, charge and spin)	133.5	kJ/mol
gap between HOMO and LUMO	6.76	eV